C35H45BiGeINO5PS | ωB97M-V/def2-TZVPD

Properties
**HOMO energy**: -11.25 eV
**Relative energy (zero: lowest compared OMol25 entry of this formula, charge and spin)**: 57.8 kJ/mol
**E_tot**: -5120.22331 Ha
**Spin multiplicity**: 1
**Total charge**: +1
**Frontier orbital gap**: 8.5 eV

Each line ends with the Löwdin charge.
Atoms and positions in Å:
Bi 0.247 0.204 -0.667  1.66
O 0.908 1.610 2.273  -0.05
C 1.384 0.471 2.179  -0.65
O 0.830 -0.525 1.605  -0.25
C 2.806 0.207 2.580  -0.13
C 3.301 0.344 3.866  0.00
C 4.618 -0.004 4.129  -0.05
C 5.438 -0.470 3.110  -0.06
C 4.961 -0.560 1.812  -0.07
C 3.639 -0.224 1.538  -0.29
P 3.023 -0.249 -0.190  1.06
C 3.803 -1.759 -0.848  -0.36
C 3.369 -2.963 -0.285  -0.12
C 3.833 -4.171 -0.777  -0.07
C 4.739 -4.185 -1.831  -0.06
C 5.191 -2.992 -2.372  -0.06
C 4.723 -1.776 -1.890  -0.07
C 3.891 1.161 -0.962  -0.37
C 3.697 1.366 -2.330  -0.12
C 4.262 2.461 -2.962  -0.06
C 5.014 3.371 -2.230  -0.06
C 5.192 3.184 -0.868  -0.06
C 4.634 2.085 -0.231  -0.07
H 2.650 0.700 4.653  0.13
H 5.006 0.081 5.135  0.11
H 6.458 -0.756 3.327  0.11
H 5.618 -0.885 1.014  0.12
H 2.698 -2.936 0.568  0.11
H 3.488 -5.102 -0.345  0.11
H 5.093 -5.128 -2.225  0.11
H 5.910 -3.001 -3.180  0.11
H 5.081 -0.848 -2.314  0.10
H 3.113 0.650 -2.900  0.09
H 4.114 2.609 -4.023  0.11
H 5.456 4.227 -2.722  0.11
H 5.762 3.901 -0.291  0.11
H 4.778 1.951 0.833  0.11
I -1.598 -0.567 -3.593  0.77
C 0.397 -0.632 -2.792  -0.90
H 0.999 -0.006 -3.447  -0.06
H 0.730 -1.662 -2.875  -0.04
C -2.167 6.161 0.637  -0.10
C -2.827 5.608 -0.624  -0.26
C -2.082 4.431 -1.252  -0.26
C -2.164 3.146 -0.420  -0.29
Ge -0.741 2.877 0.949  0.98
C 0.993 3.343 -0.013  -0.33
C 1.376 4.824 0.014  -0.27
C 1.721 5.333 1.411  -0.27
C 2.206 6.779 1.382  -0.10
H -2.728 7.017 1.010  0.08
H -1.147 6.494 0.432  0.06
H -2.128 5.410 1.430  0.05
H -2.895 6.405 -1.367  0.11
H -3.848 5.293 -0.391  0.11
H -1.040 4.713 -1.429  0.08
H -2.528 4.235 -2.230  0.11
H -2.124 2.275 -1.082  0.04
H -3.125 3.079 0.092  0.07
H -0.953 3.492 2.321  0.02
H 0.861 3.037 -1.059  0.04
H 1.810 2.765 0.415  0.03
H 0.570 5.433 -0.401  0.08
H 2.248 4.955 -0.637  0.11
H 2.490 4.690 1.847  0.11
H 0.835 5.257 2.048  0.09
H 3.082 6.876 0.738  0.07
H 2.480 7.117 2.381  0.07
H 1.429 7.443 0.998  0.07
C -2.791 -5.092 3.770  -0.04
C -2.818 -3.718 3.164  -0.26
C -1.822 -2.791 3.468  -0.02
C -1.805 -1.542 2.870  -0.06
C -2.798 -1.221 1.958  -0.27
C -3.831 -2.103 1.679  -0.04
C -3.838 -3.346 2.290  -0.02
S -2.660 0.196 0.915  0.55
O -1.733 1.159 1.583  -0.44
O -3.951 0.709 0.609  -0.24
O -1.958 -0.344 -0.312  -0.59
H -1.774 -5.478 3.817  0.08
H -3.400 -5.787 3.194  0.08
H -3.182 -5.065 4.789  0.09
H -1.046 -3.059 4.176  0.12
H -1.037 -0.821 3.096  0.10
H -4.608 -1.809 0.985  0.12
H -4.637 -4.044 2.076  0.12
N 0.048 -2.132 -0.306  0.02
H 0.800 -2.728 -0.638  0.05
H -0.835 -2.416 -0.721  0.07
H -0.023 -2.203 0.707  0.05

C35H45Cl5F3InN3OS6SbSe | ωB97M-V/def2-TZVPD

Properties
**HOMO energy**: -1.22 eV
**Relative energy (zero: lowest compared OMol25 entry of this formula, charge and spin)**: 29.4 kJ/mol
**E_tot**: -9421.76411 Ha
**Spin multiplicity**: 1
**Total charge**: -2
**Frontier orbital gap**: 4.9 eV

Each line ends with the Löwdin charge.
Atoms and positions in Å:
In -0.246 0.147 -1.793  0.47
Cl -2.555 6.631 -4.914  0.61
C -2.130 5.314 -3.875  -0.73
C -1.146 4.401 -4.254  -0.70
Cl -0.331 4.596 -5.764  0.66
C -0.815 3.343 -3.428  -0.57
Cl 0.427 2.227 -3.868  0.70
C -1.453 3.110 -2.178  -0.49
O -1.182 2.127 -1.415  -0.24
C -2.428 4.080 -1.817  -0.60
Cl -3.162 3.887 -0.271  0.69
C -2.757 5.141 -2.642  -0.70
Cl -3.961 6.281 -2.139  0.64
F 5.744 -0.430 1.210  0.11
C 4.581 0.055 0.713  -0.59
F 3.949 0.629 1.756  0.11
F 4.929 1.056 -0.119  0.11
C 3.769 -1.015 0.048  -0.15
C 4.259 -2.310 -0.013  -0.02
C 3.520 -3.301 -0.633  -0.05
C 2.281 -2.948 -1.147  -0.13
N 1.802 -1.714 -1.094  0.04
C 2.520 -0.731 -0.540  -0.67
S 1.825 0.869 -0.614  0.67
H 5.226 -2.535 0.415  0.12
H 3.885 -4.315 -0.719  0.10
H 1.639 -3.677 -1.627  0.11
C 0.137 3.119 5.020  -0.05
N 1.313 3.308 4.198  -0.13
C 2.616 3.226 4.650  -0.07
C 3.415 3.441 3.587  -0.07
N 2.598 3.658 2.498  -0.12
C 3.068 3.885 1.143  -0.05
C 1.291 3.547 2.857  -0.73
Se -0.173 3.640 1.755  0.63
H 0.235 3.709 5.932  0.09
H 0.007 2.067 5.268  0.07
H -0.724 3.458 4.446  0.04
H 2.850 3.024 5.679  0.11
H 4.487 3.460 3.504  0.12
H 3.956 4.517 1.183  0.09
H 2.276 4.382 0.589  0.05
H 3.295 2.941 0.654  0.04
C -4.159 -1.613 2.781  -0.15
C -3.546 -0.667 1.757  -0.56
C -3.918 0.785 2.057  -0.17
Sb -1.399 -0.727 1.429  1.53
C -0.710 -0.052 3.435  -0.58
C 0.811 -0.194 3.443  -0.17
C -1.329 -0.519 4.747  -0.16
C -1.013 -2.886 1.600  -0.55
C -1.949 -3.703 0.709  -0.16
C -0.975 -3.488 3.000  -0.16
H -5.245 -1.458 2.837  0.07
H -3.761 -1.446 3.783  0.05
H -3.993 -2.661 2.534  0.04
H -3.933 -0.923 0.766  0.06
H -3.556 1.090 3.045  0.06
H -5.006 0.920 2.052  0.07
H -3.490 1.475 1.326  0.03
H -0.921 1.017 3.321  0.02
H 1.128 -1.239 3.503  0.06
H 1.262 0.321 4.305  0.06
H 1.258 0.232 2.539  0.04
H -1.258 -1.598 4.888  0.05
H -2.384 -0.248 4.819  0.05
H -0.821 -0.061 5.610  0.05
H -0.007 -2.959 1.172  0.06
H -2.956 -3.749 1.132  0.05
H -1.589 -4.736 0.628  0.07
H -2.033 -3.281 -0.291  0.03
H -1.936 -3.384 3.509  0.06
H -0.215 -3.032 3.634  0.04
H -0.754 -4.562 2.941  0.07
C 4.644 0.080 -3.007  -0.40
S 4.892 -0.559 -4.679  0.78
C 3.873 -1.980 -4.650  -1.04
C 2.508 -1.994 -4.719  -1.19
S 1.412 -0.688 -4.811  0.45
S 1.843 -3.626 -4.692  0.87
C 3.298 -4.534 -4.550  -1.55
S 3.358 -6.195 -4.413  0.39
S 4.674 -3.524 -4.492  0.85
H 5.183 1.025 -2.941  0.03
H 5.035 -0.612 -2.264  0.03
H 3.582 0.259 -2.844  0.00
C -2.334 -2.225 -4.065  -0.09
C -2.797 -1.295 -2.937  -0.74
C -4.132 -1.830 -2.383  -0.09
C -3.060 0.095 -3.521  -0.09
C -1.802 -1.237 -1.773  -0.30
H -3.058 -2.266 -4.890  0.07
H -2.197 -3.242 -3.685  0.08
H -1.380 -1.874 -4.465  0.04
H -4.892 -1.913 -3.170  0.07
H -4.505 -1.164 -1.601  0.06
H -3.994 -2.820 -1.939  0.07
H -3.897 0.082 -4.229  0.08
H -2.177 0.458 -4.056  0.06
H -3.302 0.800 -2.719  0.08
H -1.213 -2.171 -1.754  -0.03

C35H45F3IN2OPSiTa | ωB97M-V/def2-TZVPD

Properties
**HOMO energy**: -4.29 eV
**Relative energy (zero: lowest compared OMol25 entry of this formula, charge and spin)**: 0.0 kJ/mol
**E_tot**: -2830.62553 Ha
**Spin multiplicity**: 1
**Total charge**: -1
**Frontier orbital gap**: 6.4 eV

Each line ends with the Löwdin charge.
Atoms and positions in Å:
C 3.527 -2.480 5.409  -0.30
Si 2.898 -1.858 3.733  0.33
C 3.933 -0.303 3.404  -0.25
C 3.493 -3.222 2.534  -0.25
Ta 0.265 -1.359 3.726  0.90
I 0.156 -1.417 6.540  0.07
C 0.127 -1.168 1.502  -0.40
C 1.417 -1.155 0.693  -0.21
C 1.227 -0.762 -0.739  -0.56
F 2.225 -1.226 -1.538  0.11
F 0.059 -1.204 -1.309  0.09
F 1.199 0.599 -0.925  0.09
C 0.365 0.977 3.794  -0.40
C 0.883 1.747 2.740  -0.14
C 0.890 3.128 2.797  -0.10
C 0.367 3.746 3.907  -0.10
C -0.139 2.940 4.918  -0.19
N -0.135 1.619 4.874  -0.03
P -2.343 -1.498 3.773  0.55
N -3.081 -1.867 2.235  -0.26
O -2.964 -2.732 4.673  -0.44
H 4.543 -2.857 5.260  0.01
H 2.914 -3.310 5.759  0.00
H 3.554 -1.695 6.163  0.00
H 3.770 0.141 2.422  0.00
H 3.758 0.457 4.165  0.02
H 4.987 -0.593 3.455  0.02
H 3.813 -2.825 1.570  0.01
H 4.313 -3.794 2.971  0.01
H 2.664 -3.910 2.363  0.00
H 0.176 -3.210 3.600  -0.13
H -0.452 -0.264 1.278  0.05
H -0.479 -2.012 1.158  0.02
H 2.142 -0.441 1.083  0.08
H 1.862 -2.149 0.671  0.10
H 1.274 1.260 1.858  0.06
H 1.292 3.708 1.976  0.10
H 0.333 4.824 3.999  0.09
H -0.566 3.394 5.806  0.09
H -2.882 -1.096 1.606  -0.01
H -2.675 -2.703 1.826  0.00
H -3.855 -2.506 4.960  0.02
C -3.341 -1.231 -6.077  -0.11
C -3.553 -1.248 -4.705  -0.10
C -2.472 -1.308 -3.836  -0.09
C -1.179 -1.346 -4.339  -0.10
C -0.967 -1.326 -5.710  -0.10
C -2.048 -1.271 -6.580  -0.10
H -4.184 -1.185 -6.754  0.10
H -4.561 -1.215 -4.312  0.10
H -2.634 -1.323 -2.766  0.10
H -0.339 -1.386 -3.659  0.09
H 0.042 -1.349 -6.100  0.10
H -1.882 -1.257 -7.650  0.10
C 0.962 2.956 -3.161  -0.08
C 1.114 4.161 -3.834  -0.11
C 0.264 4.483 -4.883  -0.12
C -0.739 3.599 -5.260  -0.11
C -0.888 2.392 -4.591  -0.09
C -0.037 2.071 -3.542  -0.08
H 1.622 2.700 -2.342  0.10
H 1.892 4.852 -3.535  0.10
H 0.376 5.426 -5.403  0.10
H -1.406 3.854 -6.074  0.10
H -1.666 1.698 -4.884  0.10
H -0.152 1.131 -3.021  0.08
C -1.526 8.022 -1.687  -0.10
C -1.215 6.832 -2.331  -0.09
C -2.205 5.889 -2.566  -0.08
C -3.508 6.138 -2.159  -0.09
C -3.821 7.328 -1.517  -0.10
C -2.830 8.270 -1.279  -0.11
H -0.752 8.755 -1.500  0.10
H -0.200 6.633 -2.649  0.09
H -1.957 4.959 -3.063  0.09
H -4.281 5.402 -2.340  0.10
H -4.837 7.521 -1.198  0.10
H -3.072 9.196 -0.773  0.10
C 0.293 -5.581 1.231  -0.10
C 1.137 -5.969 0.201  -0.10
C 1.770 -7.204 0.249  -0.11
C 1.554 -8.050 1.327  -0.11
C 0.710 -7.660 2.358  -0.10
C 0.081 -6.424 2.313  -0.09
H -0.192 -4.614 1.209  0.08
H 1.307 -5.305 -0.638  0.10
H 2.434 -7.504 -0.552  0.09
H 2.049 -9.013 1.367  0.09
H 0.548 -8.317 3.203  0.10
H -0.564 -6.106 3.121  0.10